1.
Formula: C52H42N7O8P2S4Y
Source: OMol25
Level of theory: ωB97M-V/def2-TZVPD

Output
E_LUMO = 3.781 eV
energy above the lowest of the compared OMol25 structures with the same formula, charge and spin = 114.30 kcal per mole
gap between HOMO and LUMO = 0.2313 hartree
HOMO = -2.515 eV

Structure (ORCA input):
```
! RIJCOSX wB97M-V def2-TZVPD def2/J DEFGRID3
* xyz -2 1
Y 0.44061 -1.10737 -0.40668
S 1.01524 2.55140 -1.34715
P -0.73872 1.71822 -1.66425
C -0.97263 -0.01092 -1.83731
P -0.58173 -0.60968 -3.40901
S 0.56660 -2.22892 -3.44063
C -2.14821 -1.19877 -4.17800
C -2.14832 -1.78183 -5.44492
C -3.31058 -2.33033 -5.96059
C -4.47920 -2.31960 -5.20875
C -4.47411 -1.77828 -3.93265
C -3.30817 -1.22781 -3.41648
C 0.09654 0.54552 -4.65945
C 1.39782 0.98927 -4.42308
C 2.00611 1.86054 -5.31045
C 1.33156 2.27187 -6.45275
C 0.03852 1.83124 -6.68952
C -0.58688 0.98226 -5.78822
C -1.58178 2.58522 -3.05540
C -2.91768 2.28075 -3.31016
C -3.58728 2.89700 -4.35402
C -2.92454 3.82461 -5.14929
C -1.60046 4.14066 -4.88755
C -0.92926 3.52465 -3.84020
C -1.94042 2.26590 -0.38389
C -2.87110 1.41186 0.18945
C -3.77179 1.89195 1.12855
C -3.75608 3.23156 1.48854
C -2.84002 4.09448 0.90203
C -1.94051 3.61369 -0.03705
H -1.22232 -1.81829 -6.00642
H -3.30484 -2.77769 -6.94815
H -5.38503 -2.75957 -5.60963
H -5.37804 -1.78904 -3.33547
H -3.27165 -0.82425 -2.41053
H 1.91819 0.64568 -3.53720
H 3.00492 2.22750 -5.10778
H 1.81273 2.93881 -7.15917
H -0.49605 2.15717 -7.57440
H -1.60815 0.66743 -5.95432
H -3.41742 1.56117 -2.67379
H -4.62305 2.64825 -4.55513
H -3.44386 4.29910 -5.97452
H -1.08349 4.85920 -5.51343
H 0.10578 3.75727 -3.61981
H -2.85461 0.36476 -0.07348
H -4.47377 1.21199 1.59695
H -4.45784 3.60249 2.22726
H -2.82096 5.14074 1.18674
H -1.20667 4.26670 -0.49526
C 3.39302 -0.15703 3.84298
C 3.11584 -0.54208 2.41181
N 2.02816 -1.10376 2.06120
N 1.04717 -1.45346 2.98613
C -0.24307 -0.80917 2.63214
S -0.10345 0.67249 1.68604
S -1.66149 0.94129 5.32658
C -0.61605 2.36059 4.84369
C 0.64552 2.51494 5.64951
C 0.74141 2.05460 6.96185
C 1.91481 2.21140 7.68397
C 3.00816 2.83861 7.10512
C 2.91335 3.32361 5.80976
C 1.74340 3.15673 5.08460
C 4.10778 -0.26830 1.37369
C 5.44656 -0.10242 1.74718
C 6.44181 0.17528 0.83477
C 6.08983 0.34587 -0.50726
C 4.78722 0.20149 -0.91025
C 3.74074 -0.15293 -0.01205
O 2.56098 -0.33553 -0.47251
H 2.46563 -0.17064 4.41055
H 4.08467 -0.86865 4.30230
H 3.82886 0.83639 3.89725
H -0.40920 2.20357 3.78218
H -1.23213 3.25534 4.95402
H -0.12012 1.57520 7.40864
H 1.97741 1.83481 8.69794
H 3.92658 2.95643 7.66705
H 3.76050 3.82304 5.35564
H 1.67432 3.52155 4.06642
H 5.71445 -0.22559 2.79053
H 7.47367 0.26457 1.15248
H 6.85637 0.58028 -1.23856
H 4.51206 0.33031 -1.95000
O -5.52398 -5.21116 3.93773
N -4.86302 -4.25457 4.33703
O -4.94847 -3.83333 5.48798
C -3.96706 -3.61274 3.44052
C -3.16329 -2.54045 3.89258
C -2.33191 -1.89165 3.03511
C -2.35003 -2.21416 1.61018
O -1.90978 -1.45515 0.72739
C -2.92949 -3.50451 1.29400
C -3.78865 -4.13157 2.16658
N -2.56544 -4.13605 0.05780
O -1.50683 -3.83253 -0.47828
O -3.29367 -5.01688 -0.37855
N -1.37150 -0.95067 3.52520
O 0.05153 -2.09231 2.13125
O -2.04320 0.25962 3.88254
H -3.20581 -2.25480 4.93401
H -4.30086 -5.03683 1.87710
N 2.07917 -4.05871 1.53566
C 2.93591 -3.57502 0.57714
C 4.32061 -3.55231 0.80493
C 5.16320 -3.30018 -0.25019
C 4.61328 -3.09517 -1.51195
C 3.23955 -3.03579 -1.62410
N 2.39993 -3.23124 -0.60029
H 2.31863 -3.86106 2.49368
H 1.10303 -3.91180 1.33028
H 4.69581 -3.72624 1.80551
H 6.23541 -3.26307 -0.10365
H 5.23940 -2.94238 -2.37953
H 2.77537 -2.82469 -2.57663
*
```

These are the Mulliken partial charges, in e, on atoms 1 to 8: -1.82 -0.49 2.01 0.44 2.27 -0.86 0.14 -0.26

2.
Formula: C52H43AgF3N5O3S
Source: OMol25
Level of theory: ωB97M-V/def2-TZVPD

Output
E_LUMO = 4.266 eV
gap between HOMO and LUMO = 0.2315 hartree
HOMO = -2.034 eV

Structure (ORCA input):
```
! RIJCOSX wB97M-V def2-TZVPD def2/J DEFGRID3
* xyz -2 1
Ag 0.22379 0.40917 -0.00989
O 0.01128 -1.56493 -1.07325
C -1.00120 -2.24849 -1.67291
C -1.59260 -1.45552 -2.94300
C -2.04808 -0.01589 -2.71283
C -3.35469 0.18698 -2.39438
C -3.77475 1.50582 -2.28985
C -2.82381 2.54541 -2.32461
C -1.47559 2.22768 -2.58723
C -0.35460 3.19348 -2.67176
C 0.14714 3.65496 -1.25260
O 0.71350 2.57694 -0.60395
C 1.22049 4.77698 -1.63533
C 2.51744 4.44523 -1.37619
C 3.59438 5.32129 -1.65670
C 3.40324 6.54954 -2.25256
C 2.04772 6.89412 -2.54118
C 1.00412 6.04811 -2.20131
C -0.92793 4.34572 -0.37595
C -0.93919 4.03526 0.95760
C -1.88369 4.57807 1.85174
C -2.85216 5.46250 1.37456
C -2.81731 5.74358 0.00270
C -1.89710 5.15842 -0.86778
N -1.11218 0.95964 -2.80918
C -2.19734 -2.52248 -0.68077
C -1.98828 -2.14579 0.64826
C -2.87629 -2.46670 1.62632
C -3.98462 -3.31783 1.34445
C -4.17050 -3.61983 0.00584
C -3.30137 -3.25086 -0.98164
C -0.40178 -3.63222 -2.11681
C -0.61066 -4.86474 -1.53376
C 0.07098 -6.04021 -1.92105
C 1.06873 -5.86961 -2.86781
C 1.28390 -4.66480 -3.45132
C 0.56879 -3.52864 -3.09251
H -2.40025 -1.99886 -3.38299
H -0.79839 -1.44432 -3.70580
H -4.08050 -0.62057 -2.42735
H -4.81981 1.74824 -2.07425
H -3.11286 3.56081 -2.23874
H -0.65938 3.99641 -3.36893
H 0.53126 2.71652 -3.11267
H 2.70026 3.52238 -0.82813
H 4.56923 4.98147 -1.34753
H 4.17171 7.24824 -2.47262
H 1.83718 7.85990 -3.05705
H -0.01037 6.23947 -2.56685
H -0.23439 3.25983 1.29820
H -1.96763 4.27689 2.91262
H -3.43407 5.96357 2.13349
H -3.63697 6.37870 -0.36779
H -2.00803 5.30429 -1.91251
H -1.12996 -1.65899 0.87396
H -2.67183 -2.12485 2.59012
H -4.66890 -3.63110 2.17796
H -5.03238 -4.25413 -0.19640
H -3.52469 -3.57912 -1.94664
H -1.33864 -4.85490 -0.73286
H -0.22039 -6.97214 -1.39631
H 1.74716 -6.69394 -3.07883
H 2.06437 -4.57720 -4.22614
H 0.75397 -2.59411 -3.54327
F -2.55645 -0.18959 5.77585
C -2.82235 1.07461 5.43536
F -2.02963 1.90446 6.12139
F -4.08133 1.31106 5.93301
C -2.77551 1.26880 3.93297
C -3.98282 1.55012 3.26473
C -3.97826 1.60766 1.89971
C -2.77120 1.28799 1.28972
N -1.64504 0.85683 1.89670
C -1.57244 0.91524 3.24146
S -0.08109 0.66976 4.07252
H -4.87846 1.69538 3.83257
H -4.79024 1.90661 1.19911
H -2.69313 1.26665 0.20688
C 1.64510 -2.98170 4.50122
C 2.10506 -3.28558 3.09634
C 3.44322 -3.43001 2.84218
C 3.95743 -3.51630 1.54119
C 3.07664 -3.62253 0.48063
N 3.55190 -3.76092 -0.85212
C 4.68090 -3.30107 -1.56648
O 5.23329 -3.95729 -2.44230
N 5.10652 -2.03110 -1.22372
C 4.43553 -1.15663 -0.33141
C 5.13586 -0.52264 0.67915
C 4.47295 0.28694 1.56820
C 3.09056 0.40321 1.42066
N 2.45073 -0.21544 0.44494
C 3.07833 -0.92809 -0.48883
C 1.70796 -3.60594 0.72458
C 1.26341 -3.47896 2.00586
H 1.56119 -1.89674 4.60394
H 2.34495 -3.37979 5.19064
H 0.62438 -3.43377 4.69611
H 4.14733 -3.34219 3.67724
H 4.97693 -3.47225 1.38823
H 3.14432 -4.51575 -1.44891
H 5.96116 -1.73825 -1.66750
H 6.18867 -0.62231 0.69325
H 4.97855 0.79151 2.39201
H 2.49140 0.91162 2.16048
H 2.42273 -1.53050 -1.13975
H 1.04593 -3.66541 -0.16701
H 0.21952 -3.59059 2.20311
*
```

These are the Mulliken partial charges, in e, on atoms 1 to 8: 1.04 0.11 1.01 -1.28 0.47 -0.25 -1.42 0.01

3.
Formula: C52H44ClCsN3O5P
Source: OMol25
Level of theory: ωB97M-V/def2-TZVPD

Output
E_LUMO = 3.720 eV
energy above the lowest of the compared OMol25 structures with the same formula, charge and spin = 0.00 kcal per mole
gap between HOMO and LUMO = 0.1410 hartree
HOMO = -0.116 eV

Structure (ORCA input):
```
! RIJCOSX wB97M-V def2-TZVPD def2/J DEFGRID3
* xyz -2 1
Cs 0.62463 -0.38939 -0.82213
C -2.71267 1.51476 -2.41560
C -3.31050 0.18162 -2.72707
C -4.67884 0.05554 -2.98726
C -5.19797 -1.17380 -3.33427
C -4.33586 -2.25902 -3.43333
C -2.99520 -2.04735 -3.14530
N -2.49460 -0.87012 -2.77835
C -2.01653 -3.18439 -3.24327
C -2.13980 -4.12780 -4.25869
C -1.20351 -5.14716 -4.32682
C -0.18565 -5.18197 -3.39068
C -0.13825 -4.18834 -2.41676
N -1.03999 -3.21018 -2.34707
C 0.96769 -4.09630 -1.41985
C 2.27751 -4.35030 -1.78075
C 3.27788 -3.99539 -0.88155
C 2.92860 -3.43613 0.32731
C 1.57188 -3.30740 0.65025
C 1.15141 -2.77325 1.98288
N 0.61330 -3.62000 -0.22253
H -2.50493 2.04229 -3.34902
H -1.76150 1.40303 -1.90193
H -3.38566 2.12010 -1.80547
H -5.31779 0.92645 -2.90345
H -6.25813 -1.29593 -3.52265
H -4.70272 -3.24264 -3.69292
H -2.92816 -4.04979 -4.99491
H -1.26346 -5.89527 -5.10795
H 0.56556 -5.96098 -3.40817
H 2.51659 -4.72098 -2.76875
H 4.32050 -4.10737 -1.15394
H 3.67646 -3.06655 1.01529
H 1.30888 -3.52679 2.75957
H 0.10409 -2.48141 1.99382
H 1.75831 -1.90381 2.23876
O -0.40260 -0.92469 3.98708
C -0.74745 -0.09046 3.13583
O -1.34709 -0.28358 2.04493
C -0.39295 1.37161 3.39769
C 0.25969 1.69901 4.57964
C 0.63580 3.00732 4.85001
C 0.34595 3.99855 3.92344
C -0.32062 3.67750 2.74771
C -0.69954 2.36637 2.46741
P -1.55876 1.87595 0.90910
C -3.28819 1.74896 1.51606
C -3.81201 2.51796 2.55002
C -5.14046 2.38686 2.93277
C -5.96702 1.48276 2.27984
C -5.45341 0.70210 1.25167
C -4.12402 0.83162 0.88013
C -1.64318 3.55202 0.09831
C -2.75024 4.38752 -0.00757
C -2.70515 5.54474 -0.78111
C -1.54525 5.88746 -1.45714
C -0.42825 5.06171 -1.35829
C -0.48043 3.90674 -0.59786
H 0.46631 0.89346 5.27315
H 1.15480 3.25200 5.76996
H 0.63994 5.02558 4.10888
H -0.54122 4.46618 2.04072
H -3.16660 3.22118 3.06447
H -5.53054 2.98814 3.74594
H -7.00308 1.37759 2.58053
H -6.08349 -0.02194 0.74825
H -3.71000 0.19496 0.10639
H -3.66993 4.13355 0.50892
H -3.58358 6.17659 -0.85650
H -1.51198 6.78322 -2.06629
H 0.48090 5.30994 -1.89298
H 0.39358 3.26106 -0.53682
C -0.42277 0.66948 -5.24009
C 0.68467 0.32392 -4.49659
C 1.13156 -1.03729 -4.30601
C 2.30777 -1.34724 -3.66065
C 3.12895 -0.37795 -3.07230
C 2.68120 0.94955 -3.16670
C 1.52377 1.29250 -3.82659
H -1.06076 -0.09068 -5.67714
H -0.73052 1.70527 -5.33232
H 0.53003 -1.82892 -4.74630
H 2.60602 -2.39214 -3.60096
H 4.01565 -0.64220 -2.51304
H 3.25134 1.73154 -2.67229
H 1.22262 2.33610 -3.87053
C 2.90133 -0.39492 4.73972
C 3.97450 -1.07124 3.93737
C 4.21737 -2.42833 4.12561
C 5.21912 -3.07622 3.42572
Cl 5.49273 -4.78918 3.70041
C 6.00767 -2.39701 2.51776
C 5.76492 -1.04961 2.30883
C 4.75205 -0.38879 2.99326
O 4.66372 0.95750 2.78970
C 3.44256 1.56079 2.32417
C 2.78166 0.89865 1.11213
O 3.08795 -0.28067 0.84540
O 1.94452 1.63113 0.53381
H 2.71154 -0.94814 5.66044
H 1.94976 -0.34146 4.20285
H 3.19596 0.62110 5.00531
H 3.61768 -2.98024 4.83871
H 6.78474 -2.91444 1.97104
H 6.33419 -0.48971 1.57981
H 3.71881 2.58095 2.06855
H 2.70620 1.60437 3.12921
*
```

These are the Mulliken partial charges, in e, on atoms 1 to 8: 1.03 -0.32 -0.09 -0.66 -0.82 -0.69 0.10 0.73